Entry 1:
Density functional theory data (wB97M-V/def2-TZVPD) for a single C6H7NO2 molecule in a non-equilibrium geometry.

The geometry in XYZ format:
```
16
Properties=species:S:1:pos:R:3:nbo_charge:R:1
C 0.26 0.78 -2.29 -0.734
C 0.92 1.45 -1.08 0.695
C -0.18 -0.32 0.49 0.487
C -1.04 -1.06 -0.19 -0.396
C -1.52 -1.99 0.83 -0.261
C -0.85 -1.76 1.94 0.076
H 0.42 -0.24 -2.50 0.234
H 0.69 1.49 -3.05 0.254
H -0.83 0.81 -2.18 0.238
H 1.34 1.23 1.07 0.436
H -1.25 -1.29 -1.16 0.230
H -2.16 -2.68 0.50 0.215
H -0.74 -2.08 2.83 0.187
N 0.66 0.84 0.17 -0.656
O 1.60 2.47 -1.10 -0.596
O -0.04 -0.68 1.73 -0.410
```

## Properties
* energy relative to the best compared isomer or geometry (same formula, charge and spin): 47.92 kcal/mol
* net charge: 0
* molecular weight: 125.1 g/mol
* HOMO energy: -8.56 eV


Entry 2:
Density functional theory data (wB97M-V/def2-TZVPD) for an isolated ion of composition C5H9N2 and charge +1 in a non-equilibrium geometry.

The geometry in XYZ format:
```
16
Properties=species:S:1:pos:R:3:nbo_charge:R:1
C 1.80 1.04 0.11 0.073
C 0.29 1.25 0.21 -0.115
C 1.66 -1.12 -0.14 0.164
C 0.17 -1.11 0.39 -0.292
C -1.91 0.21 -0.10 -0.472
N 2.37 -0.10 -0.27 -0.384
N -0.50 0.11 -0.35 -0.401
H 2.42 1.88 0.37 0.243
H -0.29 2.08 0.40 0.238
H 1.88 -2.12 -0.50 0.220
H -0.47 -1.98 0.15 0.250
H -0.03 -0.79 1.45 0.258
H -2.34 0.97 -0.74 0.250
H -2.58 -0.55 -0.52 0.260
H -2.19 0.37 0.97 0.254
H -0.28 -0.13 -1.42 0.453
```

## Properties
* energy relative to the best compared isomer or geometry (same formula, charge and spin): 109.18 kcal/mol
* net charge: +1
* molecular weight: 97.1 g/mol
* HOMO energy: -13.85 eV


Entry 3:
Density functional theory data (wB97M-V/def2-TZVPD) for a single C5H6O2 molecule in a non-equilibrium geometry.

The geometry in XYZ format:
```
13
Properties=species:S:1:pos:R:3:nbo_charge:R:1
O 2.38 1.18 -1.51 -0.574
C 2.12 0.60 -0.46 0.280
C 0.82 0.18 -0.09 0.160
O 0.64 -0.45 1.09 -0.326
C -0.57 -0.78 1.33 0.164
C -1.49 -0.36 0.22 -0.487
C -0.51 0.31 -0.79 -0.465
H 2.91 0.35 0.29 0.118
H -0.50 -0.21 -1.75 0.236
H -0.76 -1.30 2.26 0.192
H -2.02 -1.21 -0.20 0.232
H -2.25 0.34 0.60 0.231
H -0.76 1.35 -0.99 0.238
```

## Properties
* energy relative to the best compared isomer or geometry (same formula, charge and spin): 65.84 kcal/mol
* net charge: 0
* molecular weight: 98.1 g/mol
* HOMO energy (alpha / beta): -7.53 / -7.93 eV


> Look up the net charge of the first one.

0


> Look up the net charge of the second one.

+1